98
Properties=species:S:1:pos:R:3:forces:R:3:lowdin_charge:R:1 method="wB97M-V/def2-TZVPD" homo_lumo_gap_ev=9.50 fmax_ha_per_bohr=0.086 energy_ev=-51174.0764 lumo_ev=-0.424 smiles="C[C@H](F)[C@@](C#N)(CC#N)N=C=S.CCCCCC.CCCCCC.CCCCCC.CCCCCC"
C -2.07613 -1.73738 -2.84991 -0.1 1.0 -0.2 -0.023
C -0.76420 -1.22527 -3.52359 -0.2 -1.3 -0.3 -0.271
F -0.28619 -2.28725 -4.33892 -0.2 1.0 0.4 -0.041
C 0.41111 -0.88516 -2.51760 0.8 0.9 -1.7 -0.344
C 1.30382 0.17557 -3.25225 -2.8 -2.4 1.8 -0.186
N 1.79653 1.05368 -3.76911 1.2 1.5 -1.0 0.192
C -0.04063 -0.22003 -1.16135 0.2 -0.3 1.4 -0.064
C 0.30359 -1.07957 0.07426 -0.7 2.5 -3.6 -0.185
N 0.79033 -1.59532 0.95483 0.6 -1.2 1.9 0.179
N 1.25643 -2.10552 -2.35536 0.1 1.7 -0.3 0.106
C 2.44336 -1.83783 -2.21712 1.3 -1.4 2.6 -0.731
S 3.88419 -1.72139 -1.53803 -1.3 0.1 -1.5 0.778
H -2.80831 -0.88413 -2.88477 0.6 -0.8 0.4 0.081
H -2.54258 -2.54778 -3.45630 0.7 0.5 0.5 0.095
H -1.90318 -2.05903 -1.79096 -0.3 0.1 -1.0 0.089
H -0.91448 -0.37298 -4.22744 -0.1 -0.6 0.7 0.153
H 0.49956 0.75621 -1.05908 -0.4 -1.0 0.2 0.131
H -1.12414 0.02356 -1.09761 0.7 -0.3 -0.4 0.117
C 8.63579 -6.94377 -3.43666 -0.1 -0.1 0.0 -0.115
C 7.66891 -6.39863 -4.48136 0.1 0.1 0.0 -0.272
C 7.37122 -4.90913 -4.30601 -0.1 0.0 -0.1 -0.229
C 6.68797 -4.53630 -2.98794 0.1 0.0 0.1 -0.230
C 5.35814 -5.24406 -2.72475 0.0 0.2 0.0 -0.273
C 4.29017 -4.91499 -3.75979 -0.1 -0.2 0.0 -0.115
H 8.23092 -6.85572 -2.42616 0.0 0.0 0.0 0.065
H 8.83476 -8.00174 -3.61872 0.1 0.0 0.0 0.068
H 9.58802 -6.40901 -3.47209 0.0 0.0 0.0 0.075
H 6.74208 -6.97917 -4.46216 0.0 0.0 0.0 0.098
H 8.10498 -6.55103 -5.47302 -0.1 0.0 0.0 0.104
H 6.75443 -4.57272 -5.14514 0.0 0.0 0.0 0.101
H 8.30892 -4.34805 -4.38039 0.0 0.0 0.0 0.109
H 6.52170 -3.45323 -2.97860 0.0 0.0 0.0 0.098
H 7.36667 -4.74077 -2.15403 0.0 0.0 0.0 0.101
H 4.99325 -4.93987 -1.73811 0.0 -0.1 0.0 0.095
H 5.50293 -6.32665 -2.67662 0.0 0.0 0.0 0.099
H 4.09580 -3.84035 -3.78960 0.0 0.0 -0.1 0.045
H 3.35415 -5.42088 -3.51311 0.0 0.1 -0.1 0.074
H 4.58326 -5.23734 -4.76144 0.0 0.0 0.0 0.067
C -8.77242 0.78679 -4.03829 -0.1 -0.1 0.0 -0.113
C -8.60851 1.00381 -2.53846 0.1 0.1 -0.1 -0.271
C -7.20732 1.47565 -2.14873 0.0 0.0 0.1 -0.229
C -6.08016 0.49184 -2.47190 0.0 -0.1 -0.1 -0.236
C -6.22694 -0.89274 -1.83895 0.2 0.1 0.1 -0.271
C -6.21455 -0.85879 -0.31569 -0.1 -0.1 0.0 -0.109
H -8.10131 0.00945 -4.41017 0.0 0.0 0.0 0.065
H -9.79319 0.47515 -4.26750 0.0 0.0 -0.1 0.070
H -8.56786 1.70817 -4.58879 0.0 0.0 0.0 0.075
H -8.86542 0.08456 -2.00426 0.0 0.0 0.0 0.099
H -9.33119 1.75815 -2.21437 0.0 0.0 0.0 0.105
H -7.19793 1.70323 -1.07829 0.0 0.0 0.0 0.101
H -6.99666 2.42234 -2.65744 0.0 0.0 0.0 0.110
H -5.13127 0.93326 -2.14497 0.0 0.0 0.0 0.102
H -5.99663 0.37576 -3.55707 0.0 0.0 0.0 0.100
H -5.39650 -1.51968 -2.18073 -0.1 0.0 0.0 0.091
H -7.14101 -1.37931 -2.18869 0.0 0.0 0.0 0.100
H -5.28575 -0.41876 0.05677 0.0 0.0 0.0 0.072
H -6.29376 -1.87018 0.08810 0.0 0.1 0.0 0.071
H -7.05061 -0.28036 0.08297 0.1 0.0 0.0 0.067
C 1.21674 1.70466 3.10925 0.1 0.1 0.0 -0.120
C 2.11898 0.53049 3.46813 -0.1 -0.1 0.0 -0.273
C 1.56449 -0.32737 4.60475 0.1 -0.1 0.0 -0.227
C 1.40637 0.39658 5.94462 0.0 0.1 0.0 -0.230
C 2.68837 1.01785 6.50069 -0.1 -0.1 0.1 -0.273
C 3.77105 -0.01077 6.80257 0.1 0.1 0.0 -0.115
H 1.09633 2.39505 3.94760 0.0 0.0 0.0 0.061
H 1.64378 2.27024 2.27740 -0.1 0.0 0.0 0.068
H 0.22578 1.35409 2.80818 0.0 0.0 0.0 0.067
H 3.11894 0.89793 3.71783 0.0 0.0 0.0 0.100
H 2.23675 -0.09977 2.58305 0.0 0.0 0.1 0.075
H 2.21227 -1.19961 4.73475 0.0 0.0 0.0 0.102
H 0.58745 -0.72251 4.30730 0.0 0.0 0.0 0.107
H 1.00961 -0.31465 6.67747 0.0 0.0 0.0 0.109
H 0.64813 1.18029 5.84929 0.0 0.0 0.0 0.098
H 2.44268 1.54774 7.42659 0.0 0.0 -0.1 0.103
H 3.07867 1.77148 5.81144 0.0 0.0 0.0 0.097
H 3.41667 -0.74760 7.52763 0.0 0.0 0.0 0.075
H 4.65345 0.47733 7.22185 0.0 -0.1 0.0 0.068
H 4.08697 -0.54193 5.90203 0.0 0.0 0.0 0.065
C -2.21012 7.56979 4.10828 -0.1 0.0 0.0 -0.113
C -2.21597 6.04977 4.22201 0.1 0.1 0.1 -0.271
C -0.90965 5.40673 3.75481 0.0 -0.1 0.0 -0.230
C -0.56800 5.63257 2.27984 0.0 0.1 0.0 -0.225
C -1.62824 5.15118 1.28843 0.2 0.0 0.0 -0.267
C -1.86609 3.64812 1.35178 -0.2 0.0 -0.1 -0.113
H -2.09079 7.89734 3.07324 0.0 0.0 0.0 0.065
H -3.15210 7.98174 4.47559 0.1 0.1 0.0 0.069
H -1.39858 8.00042 4.69968 0.0 0.0 0.0 0.075
H -3.06418 5.64307 3.66361 0.0 0.0 0.0 0.098
H -2.38090 5.77920 5.26902 0.0 0.0 0.0 0.105
H -0.95383 4.33215 3.95922 0.0 0.0 0.0 0.093
H -0.08547 5.79322 4.36378 0.0 0.0 0.0 0.111
H 0.37826 5.12481 2.06239 0.0 0.0 0.0 0.106
H -0.38166 6.69678 2.10657 0.0 0.0 0.0 0.101
H -1.29960 5.41082 0.27705 0.0 0.0 0.0 0.105
H -2.57140 5.68032 1.44840 0.0 0.0 0.0 0.099
H -0.94245 3.10001 1.14700 0.0 0.0 0.1 0.058
H -2.60901 3.34881 0.60840 0.0 0.0 0.0 0.066
H -2.23792 3.33833 2.33093 0.0 0.0 0.0 0.069